(1)
Computed, not measured: a structure of composition C5H7O4Y in a non-equilibrium geometry, with the ωB97M-V functional and the def2-TZVPD basis.

Results
HOMO energy: -0.51183 Eh
E_LUMO: -11.27 eV

The geometry in ORCA input format:
```
! RIJCOSX wB97M-V def2-TZVPD def2/J DEFGRID3
* xyz 2 1
H 0.062 -0.891 1.711
Y 0.045 -3.171 -0.886
O 0.867 -2.606 0.925
O 1.925 -0.542 0.973
C 2.259 -0.051 -0.315
C 0.897 0.179 -0.947
O 0.148 -0.937 -0.400
C 0.734 -1.282 0.927
H 2.856 0.860 -0.202
H 2.846 -0.792 -0.880
H 0.881 0.090 -2.038
H 0.421 1.106 -0.603
H 0.735 3.151 1.365
O 2.526 5.144 -0.312
C 1.797 3.361 1.249
C 2.179 4.318 0.428
H 2.557 2.849 1.840
*
```



(2)
Computed, not measured: a structure of composition C6H11NO2P in a non-equilibrium geometry, with the ωB97M-V functional and the def2-TZVPD basis.

Results
relative energy (zero: lowest compared OMol25 entry of this formula, charge and spin): 195.5 kJ/mol
HOMO energy: -0.49770 Eh
E_LUMO: -4.90 eV

The geometry in ORCA input format:
```
! RIJCOSX wB97M-V def2-TZVPD def2/J DEFGRID3
* xyz 1 1
C -0.057 1.292 1.008
C 2.235 0.223 0.931
C 1.100 1.056 0.315
C -2.131 -1.036 1.303
C 0.103 0.295 -2.740
C -2.150 0.295 0.509
N -1.251 1.231 1.137
O 1.729 -0.621 1.903
O -1.551 0.053 -0.781
P -0.077 -0.485 -1.057
H 2.620 -0.238 0.100
H 2.873 0.872 1.405
H 1.407 1.841 -0.399
H -2.534 -0.757 2.246
H -2.965 -1.773 0.903
H -1.165 -1.609 1.448
H 1.164 0.010 -3.172
H 0.248 1.376 -2.474
H -0.690 -0.146 -3.232
H 2.590 -0.906 2.341
H -3.118 0.632 0.517
*
```



(3)
Computed, not measured: the molecule C5H7NO in a non-equilibrium geometry, with the ωB97M-V functional and the def2-TZVPD basis.

Results
SMILES: O=C[C@H]1[C@H]2CCN21
relative energy (zero: lowest compared OMol25 entry of this formula, charge and spin): 335.6 kJ/mol
HOMO energy: -0.34834 Eh
E_LUMO: 0.76 eV

The geometry in ORCA input format:
```
! RIJCOSX wB97M-V def2-TZVPD def2/J DEFGRID3
* xyz 0 1
O 0.058 -2.829 -0.742
C 0.172 -1.881 0.012
C 0.627 -0.662 -0.676
C -0.105 0.604 -0.920
C -0.993 1.051 0.221
C 0.285 0.955 1.084
N 1.152 0.612 -0.123
H 0.015 -2.007 1.092
H 0.918 -1.290 -1.564
H -0.116 1.009 -1.929
H -1.848 0.413 0.466
H -1.344 2.079 0.099
H 0.298 0.214 1.888
H 0.584 1.920 1.509
*
```



(4)
Computed, not measured: a structure of composition AlF2, with the ωB97M-V functional and the def2-TZVPD basis.

Results
relative energy (zero: lowest compared OMol25 entry of this formula, charge and spin): 662.0 kJ/mol
HOMO energy: -0.57069 Eh
E_LUMO: -13.85 eV

The geometry in ORCA input format:
```
! RIJCOSX wB97M-V def2-TZVPD def2/J DEFGRID3
* xyz 1 1
Al 0.928 -0.198 -0.574
F -1.423 3.373 -2.366
F 0.495 -3.175 2.940
*
```



(5)
Computed, not measured: the molecule C4H9NO2, with the ωB97M-V functional and the def2-TZVPD basis.

Results
relative energy (zero: lowest compared OMol25 entry of this formula, charge and spin): 260.3 kJ/mol
HOMO energy: -0.31337 Eh
E_LUMO: 0.97 eV

The geometry in ORCA input format:
```
! RIJCOSX wB97M-V def2-TZVPD def2/J DEFGRID3
* xyz 0 1
C -2.242 -0.296 -0.906
C -0.788 0.144 -0.817
O -0.688 1.461 -0.300
C -0.034 -0.817 0.097
C 1.907 0.157 0.880
O 1.362 -0.672 -0.033
N 3.106 0.500 0.412
H -2.706 -0.261 0.086
H -2.317 -1.315 -1.299
H -2.806 0.367 -1.570
H -0.320 0.096 -1.814
H -1.199 2.039 -0.884
H -0.324 -0.631 1.138
H -0.247 -1.843 -0.209
H 3.454 0.198 -0.496
H 3.627 1.167 0.951
*
```



(6)
Computed, not measured: a structure of composition C24H23CoFN2O6, with the ωB97M-V functional and the def2-TZVPD basis.

Results
HOMO energy (alpha / beta): -0.42825 / -0.47569 Eh
<S²>: 6.044
E_LUMO (alpha / beta): -3.22 / -5.67 eV

The geometry in ORCA input format:
```
! RIJCOSX wB97M-V def2-TZVPD def2/J DEFGRID3
* xyz 1 5
Co 0.198 0.247 -0.170
C 0.284 1.015 4.773
C -0.368 1.333 3.420
C -0.881 2.769 3.402
C 0.599 1.031 2.291
C 1.136 -0.261 2.149
C 2.066 -0.569 1.163
C 2.451 0.392 0.208
C 3.435 0.047 -0.878
C 1.890 1.670 0.324
C 1.008 1.991 1.370
H -0.405 1.265 5.579
H 1.195 1.605 4.907
H 0.542 -0.040 4.875
H -1.224 0.663 3.292
H -0.060 3.485 3.504
H -1.555 2.926 4.242
H -1.436 3.002 2.488
H 0.813 -1.050 2.816
H 2.460 -1.572 1.100
H 2.955 -0.517 -1.681
H 4.227 -0.582 -0.476
H 3.882 0.942 -1.307
H 2.189 2.448 -0.368
H 0.621 2.999 1.428
F 0.450 3.761 -4.733
C -0.066 3.119 -3.699
C -0.319 3.838 -2.529
C -0.845 3.178 -1.453
C -1.154 1.786 -1.522
C -1.764 1.115 -0.431
C -0.879 1.102 -2.747
C -0.340 1.761 -3.823
H -0.109 4.899 -2.503
H -1.064 3.718 -0.539
H -2.297 0.189 -0.627
H -2.141 1.707 0.395
H -1.124 0.049 -2.830
H -0.145 1.257 -4.761
O 1.080 -3.163 0.121
C 0.336 -2.725 -0.729
O 0.052 -1.448 -0.900
C -0.376 -3.643 -1.679
C -1.333 -3.159 -2.555
C -1.970 -4.034 -3.408
C -1.699 -5.384 -3.420
C -0.741 -5.833 -2.535
C -0.075 -4.998 -1.662
N -0.421 -7.281 -2.525
O -1.041 -7.990 -3.287
O 0.403 -7.660 -1.719
N -2.980 -3.493 -4.346
O -3.193 -2.293 -4.304
O -3.593 -4.282 -5.026
H -1.585 -2.113 -2.579
H -2.206 -6.061 -4.091
H 0.665 -5.391 -0.981
*
```



(7)
Computed, not measured: the molecule C26H41N5O4S2 in a non-equilibrium geometry, with the ωB97M-V functional and the def2-TZVPD basis.

Results
SMILES: Cc1sc2ncn(CC(=O)NCCCN3C[C@H](C)C[C@H](C)C3)c(=O)c2c1S(=O)(=O)N1C[C@@H](C)C[C@H](C)C1
relative energy (zero: lowest compared OMol25 entry of this formula, charge and spin): 0.0 kJ/mol
HOMO energy: -0.27917 Eh
E_LUMO: 0.06 eV

The geometry in ORCA input format:
```
! RIJCOSX wB97M-V def2-TZVPD def2/J DEFGRID3
* xyz 0 1
C -1.804 -1.904 3.126
C -1.055 -0.656 2.844
C -1.064 0.124 1.730
C -0.258 1.289 1.866
C 0.404 1.340 3.089
N 1.283 2.294 3.443
C 1.507 3.208 2.562
N 0.881 3.310 1.368
C -0.091 2.380 0.948
O -0.701 2.570 -0.090
C 1.240 4.355 0.427
H 1.706 5.183 0.960
H 0.337 4.685 -0.091
C 2.257 3.752 -0.573
O 3.447 3.939 -0.449
N 1.675 3.010 -1.527
H 0.681 2.819 -1.440
C 2.423 2.042 -2.304
C 2.453 0.702 -1.568
H 1.433 0.436 -1.281
C 3.036 -0.420 -2.443
N 3.293 -1.690 -1.812
C 4.545 -1.865 -1.112
C 4.517 -1.511 0.384
C 5.866 -1.814 1.029
H 5.845 -1.572 2.089
H 6.655 -1.231 0.558
H 6.110 -2.869 0.923
C 3.394 -2.306 1.048
C 2.055 -2.045 0.357
C 0.953 -2.905 0.966
H 0.901 -2.743 2.042
H -0.011 -2.655 0.529
H 1.152 -3.960 0.790
C 2.185 -2.342 -1.148
H 1.259 -2.062 -1.651
H 2.329 -3.424 -1.268
H 1.786 -0.993 0.491
H 3.325 -2.045 2.108
H 3.627 -3.373 0.981
H 4.310 -0.442 0.498
H 5.314 -1.280 -1.621
H 4.816 -2.926 -1.201
H 3.978 -0.079 -2.882
H 2.333 -0.604 -3.264
H 3.053 0.824 -0.664
H 1.940 1.935 -3.278
H 3.434 2.433 -2.441
H 2.245 3.962 2.794
S -0.021 0.005 4.097
S -1.747 -0.314 0.129
O -2.281 -1.650 0.239
O -0.718 -0.111 -0.843
N -2.941 0.811 -0.043
C -4.137 0.531 0.715
C -5.129 -0.334 -0.069
C -6.410 -0.542 0.731
H -6.195 -1.031 1.679
H -6.892 0.412 0.937
H -7.106 -1.164 0.174
C -5.419 0.344 -1.409
H -6.093 -0.282 -1.999
C -4.140 0.619 -2.210
C -3.498 -0.662 -2.735
H -3.120 -1.276 -1.923
H -2.660 -0.420 -3.385
H -4.220 -1.244 -3.304
C -3.158 1.413 -1.338
H -2.179 1.478 -1.809
H -3.534 2.427 -1.166
H -4.402 1.249 -3.068
H -5.928 1.294 -1.218
H -4.657 -1.304 -0.245
H -3.826 0.026 1.632
H -4.600 1.489 0.980
H -1.169 -2.626 3.636
H -2.168 -2.327 2.194
H -2.653 -1.691 3.777
*
```



(8)
Computed, not measured: a cluster of 2 separate species, C4H12N3O in total, with the ωB97M-V functional and the def2-TZVPD basis.

Results
relative energy (zero: lowest compared OMol25 entry of this formula, charge and spin): 81.7 kJ/mol
HOMO energy: -0.49452 Eh
E_LUMO: -2.93 eV

The geometry in ORCA input format:
```
! RIJCOSX wB97M-V def2-TZVPD def2/J DEFGRID3
* xyz 1 1
O -1.656 0.137 -1.112
C -2.383 -0.304 -0.253
C -1.966 -1.433 0.667
N -1.000 -0.899 1.640
H -3.384 0.129 -0.096
H -2.854 -1.876 1.119
H -1.470 -2.202 0.076
H -1.481 -0.408 2.386
H -0.525 -1.675 2.087
C 1.391 1.190 1.032
N 1.705 0.215 -2.485
C 1.937 0.739 -1.296
N 1.082 0.746 -0.327
H 0.479 1.560 1.480
H 2.135 1.979 0.999
H 1.761 0.361 1.628
H 0.788 -0.137 -2.720
H 2.396 0.301 -3.210
H 2.905 1.202 -1.138
H 0.142 0.372 -0.476
*
```



(9)
Computed, not measured: a cluster of 2 separate species, C4H9O2 in total in a non-equilibrium geometry, with the ωB97M-V functional and the def2-TZVPD basis.

Results
relative energy (zero: lowest compared OMol25 entry of this formula, charge and spin): 153.2 kJ/mol
HOMO energy: -0.11047 Eh
E_LUMO: 4.13 eV

The geometry in ORCA input format:
```
! RIJCOSX wB97M-V def2-TZVPD def2/J DEFGRID3
* xyz -1 1
C -0.712 0.291 -0.870
O 0.299 1.300 -0.809
C -1.802 0.746 -1.796
H -1.139 0.078 0.153
H -0.237 -0.645 -1.236
H -2.554 0.011 -1.943
H -1.373 1.029 -2.779
H -2.336 1.662 -1.434
C 1.522 -1.492 2.193
C 1.517 -0.459 1.324
O 1.020 0.747 1.541
H 2.015 -2.444 1.936
H 1.164 -1.407 3.250
H 1.945 -0.618 0.323
H 0.673 1.201 0.149
*
```



(10)
Computed, not measured: a cluster of 2 separate species, C2H4F2IN in total in a non-equilibrium geometry, with the ωB97M-V functional and the def2-TZVPD basis.

Results
relative energy (zero: lowest compared OMol25 entry of this formula, charge and spin): 138.1 kJ/mol
HOMO energy: -0.30416 Eh
E_LUMO: 0.44 eV

The geometry in ORCA input format:
```
! RIJCOSX wB97M-V def2-TZVPD def2/J DEFGRID3
* xyz 0 1
C 0.346 -0.545 0.108
C 0.092 -1.321 -1.815
N -0.365 0.624 -0.013
F -0.637 -0.401 -2.473
F 1.315 -1.366 -2.347
I -0.665 -3.381 -1.890
H 1.421 -0.431 0.028
H -0.098 -1.234 0.779
H -1.258 0.719 0.359
H 0.056 1.248 -0.724
*
```



(11)
Computed, not measured: the molecule C3H10N4S in a non-equilibrium geometry, with the ωB97M-V functional and the def2-TZVPD basis.

Results
SMILES: [H]/N=C(/NNC)N(C)S
relative energy (zero: lowest compared OMol25 entry of this formula, charge and spin): 421.9 kJ/mol
HOMO energy: -0.31212 Eh
E_LUMO: 0.68 eV

The geometry in ORCA input format:
```
! RIJCOSX wB97M-V def2-TZVPD def2/J DEFGRID3
* xyz 0 1
C 3.033 -0.267 -0.161
C -0.497 0.949 -0.042
C -2.629 -0.190 0.358
H 2.739 -0.846 -1.192
H 3.753 0.686 -0.366
H 3.708 -0.892 0.553
H 1.464 -0.448 1.215
H 1.027 2.120 -0.085
H -2.261 1.699 -0.704
H -2.871 0.432 1.082
H -2.927 0.292 -0.712
H -3.119 -0.997 0.990
H -0.618 -1.060 -1.552
N 1.914 0.385 0.725
N 1.026 1.102 -0.142
N -1.205 1.909 -0.466
N -0.931 -0.280 0.530
S -0.373 -1.609 -0.293
*
```



(12)
Computed, not measured: a structure of composition C5H10N2 in a non-equilibrium geometry, with the ωB97M-V functional and the def2-TZVPD basis.

Results
relative energy (zero: lowest compared OMol25 entry of this formula, charge and spin): 871.1 kJ/mol
HOMO energy: -0.32452 Eh
E_LUMO: 0.95 eV

The geometry in ORCA input format:
```
! RIJCOSX wB97M-V def2-TZVPD def2/J DEFGRID3
* xyz 0 1
C -0.492 -0.583 0.660
C 0.801 0.391 1.191
C 1.018 0.661 -0.269
C -0.182 1.235 -0.745
C -0.910 0.082 -0.747
H -0.357 -2.642 -0.594
H -0.313 -2.448 1.381
H -1.390 -0.734 1.322
H 0.061 1.111 1.783
H 1.576 -0.145 1.838
H 0.943 -0.505 -0.818
H 1.349 2.452 -1.334
H -0.424 2.030 0.157
H -2.001 0.038 -0.835
H -0.794 -0.548 -1.852
N 0.143 -1.928 0.403
N 0.972 1.534 -1.541
*
```



(13)
Computed, not measured: a structure of composition C25H27AsBrNO13RuS2Si in a non-equilibrium geometry, with the ωB97M-V functional and the def2-TZVPD basis.

Results
relative energy (zero: lowest compared OMol25 entry of this formula, charge and spin): 672.6 kJ/mol
HOMO energy (alpha / beta): -0.10823 / -0.10812 Eh
E_LUMO (alpha / beta): 3.96 / 3.95 eV

The geometry in ORCA input format:
```
! RIJCOSX wB97M-V def2-TZVPD def2/J DEFGRID3
* xyz -2 1
Ru -0.046 1.077 -0.386
C -5.224 -2.174 1.467
C -4.375 -1.011 1.885
C -2.935 -1.203 1.868
C -2.080 -0.189 2.059
C -2.573 1.127 2.466
C -4.041 1.334 2.511
C -4.889 0.205 2.131
S -1.519 2.603 2.182
O 1.742 0.919 2.010
O -2.474 3.730 2.275
N -1.147 2.460 0.552
C -2.231 2.916 -0.304
C -2.811 1.686 -0.953
O -3.967 1.526 -1.306
O -1.902 0.758 -1.071
H -5.045 -3.039 2.110
H -4.975 -2.472 0.447
H -6.285 -1.926 1.507
H -2.538 -2.168 1.579
H -1.015 -0.349 1.910
H -4.405 2.345 2.364
H -5.946 0.389 1.980
H -1.791 3.517 -1.102
H -2.986 3.499 0.228
O -0.157 -2.320 0.406
As 1.547 -1.915 0.760
O 2.550 -3.141 0.370
O 1.712 -0.432 0.060
C 1.430 -1.947 2.731
C 1.533 -3.263 3.185
C 1.567 -3.572 4.534
C 1.525 -2.556 5.471
C 1.417 -1.246 5.044
C 1.361 -0.940 3.688
S 0.913 0.792 3.395
O -3.266 1.194 3.713
O 1.571 1.537 4.472
O 1.020 1.832 1.123
H -0.383 -1.811 -0.393
H 1.637 -4.050 2.448
H 1.648 -4.606 4.847
H 1.568 -2.780 6.530
H 1.375 -0.433 5.755
C 1.538 0.123 -4.426
Si 0.463 -0.890 -3.257
C 1.331 -2.541 -2.975
C -1.173 -1.219 -4.142
O 0.125 -0.157 -1.861
H 1.635 -0.419 -5.369
H 2.538 0.268 -4.015
H 1.112 1.104 -4.637
H 1.914 -2.803 -3.859
H 0.619 -3.347 -2.798
H 2.018 -2.522 -2.129
H -1.010 -1.681 -5.118
H -1.724 -0.291 -4.284
H -1.799 -1.884 -3.547
Br 5.214 0.845 0.262
C 4.434 1.531 -1.325
C 5.206 1.626 -2.467
C 4.626 2.145 -3.617
C 3.303 2.543 -3.610
C 2.526 2.416 -2.458
C 3.102 1.918 -1.300
C 1.086 2.876 -2.566
O 0.779 3.574 -3.526
O 0.189 2.575 -1.676
H 6.238 1.303 -2.456
H 5.213 2.229 -4.523
H 2.834 2.944 -4.497
H 2.554 1.831 -0.373
*
```



(14)
Computed, not measured: a structure of composition C30H50IrP2Te in a non-equilibrium geometry, with the ωB97M-V functional and the def2-TZVPD basis.

Results
HOMO energy (alpha / beta): -0.44464 / -0.50409 Eh
<S²>: 8.778
E_LUMO (alpha / beta): -5.06 / -8.54 eV

The geometry in ORCA input format:
```
! RIJCOSX wB97M-V def2-TZVPD def2/J DEFGRID3
* xyz 2 6
Ir -0.074 -0.174 0.202
C 2.309 -0.239 -0.367
C 2.280 1.186 -0.198
C 1.493 0.253 1.772
C 2.002 -0.816 0.920
C 1.747 1.498 1.080
C 3.031 -0.946 -1.450
H 2.837 -0.498 -2.416
H 2.808 -2.003 -1.498
H 4.099 -0.858 -1.272
C 2.412 -2.162 1.407
H 2.731 -2.789 0.579
H 1.578 -2.648 1.910
H 3.204 -2.067 2.157
C 1.241 0.144 3.231
H 2.144 0.418 3.773
H 0.970 -0.867 3.504
H 0.461 0.826 3.544
C 1.760 2.798 1.772
H 2.783 2.916 2.122
H 1.115 2.798 2.646
H 1.502 3.634 1.121
C 2.991 2.091 -1.125
H 4.037 1.907 -0.867
H 2.701 3.136 -0.980
H 2.832 1.827 -2.177
C -1.334 1.755 -3.004
C -0.038 1.775 -3.352
C 0.523 2.890 -4.223
C 0.685 4.301 -3.524
C 0.205 4.450 -2.078
C -1.102 4.443 -1.786
C -2.158 4.254 -2.884
C -2.309 2.817 -3.516
H -0.099 3.038 -5.131
H 0.102 5.011 -4.140
H 1.522 2.582 -4.570
H -2.237 2.926 -4.620
H -1.713 1.052 -2.258
H 0.682 1.068 -2.938
H -3.330 2.469 -3.285
H -3.135 4.530 -2.447
H -1.486 4.541 -0.765
H -1.926 4.945 -3.719
H 1.757 4.573 -3.561
H 0.997 4.506 -1.330
P -0.525 -1.974 -1.299
C 0.309 -3.537 -0.755
H -0.163 -4.327 -1.340
H 0.157 -3.763 0.307
H 1.379 -3.492 -0.964
C -2.279 -2.514 -1.374
H -2.269 -3.482 -1.878
H -2.847 -1.795 -1.971
H -2.699 -2.619 -0.369
C -0.052 -2.117 -3.084
H -0.652 -1.442 -3.697
H -0.246 -3.158 -3.361
H 1.011 -1.914 -3.223
P -1.937 1.059 1.177
C -1.581 2.608 2.146
H -2.549 3.100 2.264
H -0.850 3.291 1.701
H -1.274 2.285 3.145
C -3.567 1.225 0.304
H -3.638 2.145 -0.285
H -4.312 1.193 1.103
H -3.733 0.350 -0.331
C -2.668 0.227 2.683
H -3.368 0.960 3.096
H -1.846 0.026 3.385
H -3.190 -0.682 2.341
Te -1.069 -2.198 1.844
C -0.284 -3.843 3.036
C 0.630 -3.705 4.096
C 1.028 -4.871 4.780
C 0.508 -6.130 4.419
C -0.411 -6.234 3.356
C -0.819 -5.088 2.653
H 1.010 -2.714 4.367
H 1.742 -4.788 5.603
H 0.814 -7.032 4.968
H -0.823 -7.207 3.077
H -1.536 -5.136 1.824
*
```